Density functional theory data (the ωB97M-V functional and the def2-TZVPD basis) for the ion C2H7N4S2 with charge +1 at a distorted geometry.

Output
E   -29806.512 eV
Net charge   +1
ΔE to the lowest compared entry with this formula, charge and spin   353.3 kJ/mol

Cartesian coordinates (Å):
C 1.28477 -1.07769 -1.04806
C 0.45286 0.21414 0.78637
N -2.02624 0.20215 -0.62519
N -0.94975 -0.04718 -1.14420
N -2.99287 0.87409 -0.59229
N 0.17492 -0.23085 -0.55706
S -5.07002 3.03134 -1.13952
S -3.15215 2.45094 -1.39827
H 1.36210 -2.10100 -0.72849
H 1.10769 -1.09339 -2.09851
H 2.15015 -0.57156 -0.84621
H -0.26054 -0.07189 1.57830
H 1.44900 -0.17173 0.95762
H 0.45792 1.39157 0.85657
H -5.10573 3.08388 0.18973